DFT (ωB97M-V with the def2-TZVPD basis set) results for C23H52OP4Ru as an isolated structure in a non-equilibrium geometry.

Properties
Lowest unoccupied orbital energy (spin up / spin down) (hartree): -0.2936 / -0.4942
Maximum force (eV/Å): 2.53
Net charge: +3
Spin multiplicity: 6
Expectation value of S²: 8.799

Structure (XYZ):
```
81
Properties=species:S:1:pos:R:3:forces:R:3
Ru 0.494565 0.739225 -0.016711 0.5 2.1 1.3
P 2.235110 1.016543 1.468318 1.4 0.1 1.4
P -0.274489 2.620413 -0.985700 -0.8 1.4 -1.1
P 1.898308 -0.010462 -1.656973 0.5 -1.2 -1.0
H -0.642683 -3.985785 0.766991 0.2 -0.5 0.2
C 0.380447 -4.362314 0.693139 -0.7 0.0 -0.7
C 1.322266 -3.974585 1.566687 0.5 0.0 0.3
H 1.057786 -3.420504 2.470776 0.2 0.0 -0.4
C 1.732313 1.399297 3.186178 -0.1 0.0 0.0
C 3.458560 2.375853 1.212834 -0.1 -0.2 0.1
C 3.325637 -0.431149 1.679466 0.1 -0.2 0.2
C -1.909612 2.452472 -1.767464 -0.2 0.1 -0.1
C -0.431798 4.030194 0.178428 -0.2 -0.1 0.1
C 0.761937 3.272955 -2.339819 0.0 0.1 0.0
C 2.279474 -1.751302 -1.272909 0.0 -0.3 -0.4
C 3.529404 0.762764 -1.959009 -0.1 0.0 -0.1
C 1.133305 -0.094563 -3.307641 0.2 -0.4 -0.4
H 0.580367 -5.103142 -0.092447 0.1 0.4 0.3
H 2.370110 -4.256689 1.429640 -0.4 -0.1 0.2
H 1.096519 0.612697 3.608735 0.2 0.2 -0.1
H 1.185943 2.350210 3.209245 0.2 -0.2 0.0
H 2.637653 1.498904 3.801604 -0.2 0.0 -0.2
H 2.947260 3.344613 1.296648 0.1 -0.2 0.0
H 3.932793 2.313876 0.228734 -0.1 0.1 0.2
H 4.232203 2.305566 1.995503 -0.3 0.0 -0.3
H 2.760682 -1.369466 1.663107 0.1 0.2 0.0
H 3.832759 -0.337412 2.650082 0.0 0.0 -0.3
H 4.086448 -0.466496 0.891248 -0.1 0.0 0.2
H -1.817236 1.913156 -2.719806 0.0 0.1 0.2
H -2.328818 3.450892 -1.958240 0.1 -0.3 -0.1
H -2.600522 1.906622 -1.116352 0.2 0.2 -0.1
H 0.367142 4.754135 -0.020091 -0.1 -0.1 0.0
H -0.337255 3.684304 1.216105 -0.1 0.2 -0.3
H -1.404218 4.520145 0.049721 0.3 0.0 0.0
H 0.383404 4.255067 -2.658289 0.1 -0.2 0.1
H 0.733514 2.595117 -3.197997 0.0 0.3 0.2
H 1.801220 3.376408 -2.006134 -0.2 0.1 -0.1
H 2.455050 -2.296872 -2.207795 0.2 0.0 0.2
H 1.414734 -2.202316 -0.770807 0.4 0.1 -0.1
H 3.159777 -1.835506 -0.627537 -0.2 0.0 -0.2
H 4.012155 0.233554 -2.793203 -0.1 0.1 0.2
H 4.176203 0.690278 -1.075922 -0.2 0.0 -0.3
H 3.405279 1.817669 -2.233806 0.1 -0.3 0.1
H 1.759268 -0.719764 -3.960742 -0.1 0.2 0.0
H 1.027265 0.894653 -3.763094 0.1 -0.4 0.1
H 0.141017 -0.559616 -3.239311 0.3 0.2 0.0
C -1.256389 -2.239090 -1.951892 0.2 0.0 0.4
C -2.152514 -1.412254 -2.714452 -0.4 0.7 -0.6
C -2.316933 -1.632184 -4.069552 -0.3 0.6 1.0
C -1.665186 -2.706841 -4.692784 -0.2 -0.1 -0.6
C -0.919204 -3.620852 -3.933100 0.4 -0.4 0.9
C -0.748982 -3.429986 -2.577952 0.4 -0.5 -0.6
O -0.858155 -1.871129 -0.795753 -0.5 -1.1 -1.0
H 1.228786 2.191968 0.259412 -0.1 -0.1 -0.1
H -2.603661 -0.574311 -2.182549 0.0 -0.2 -0.3
H -2.941399 -0.940641 -4.645725 0.2 -0.4 0.2
H -1.772179 -2.854313 -5.770160 0.0 0.0 0.3
H -0.461221 -4.492463 -4.407471 -0.2 0.3 0.1
H -0.195818 -4.115736 -1.943471 0.0 0.1 -0.2
C -2.744321 2.502925 2.483763 -0.1 0.2 -0.1
C -1.746212 1.407230 2.866142 0.4 0.2 0.3
P -1.237334 0.263967 1.519125 -0.9 -1.3 0.6
C -0.623922 -1.270278 2.358196 0.0 0.0 0.0
C -1.304990 -1.686829 3.658430 0.0 -0.2 0.3
C -2.853854 -0.239451 0.795035 0.2 0.0 -0.2
C -3.950557 -0.706905 1.747770 -0.5 -0.2 0.0
H -2.372966 3.137132 1.666291 -0.2 -0.2 0.3
H -2.895878 3.151271 3.359278 0.0 -0.2 -0.3
H -3.721985 2.094510 2.198654 0.3 0.1 0.0
H -0.829762 1.858848 3.274578 -0.4 -0.1 -0.1
H -2.168645 0.786252 3.673830 0.2 0.1 -0.3
H -0.724206 -2.064894 1.605245 0.0 0.3 0.2
H 0.460678 -1.150516 2.519694 -0.4 0.0 -0.1
H -2.383085 -1.834678 3.529703 0.4 0.1 0.2
H -0.879667 -2.643639 3.989214 -0.1 0.2 0.0
H -1.139637 -0.963737 4.468855 -0.1 -0.2 -0.2
H -3.207941 0.604621 0.187620 0.0 -0.2 0.2
H -2.606867 -1.051801 0.094860 -0.2 0.3 0.2
H -4.098674 -0.046330 2.612663 0.1 -0.2 -0.2
H -4.900112 -0.732387 1.194717 0.2 0.0 0.2
H -3.768473 -1.727115 2.106398 -0.1 0.3 -0.1
```
Positions in Å, forces in eV/Å.

Results of the Mulliken charge analysis, in e, for atoms 1 through 5: -0.73 1.08 1.44 0.90 0.30

DFT (ωB97M-V with the def2-TZVPD basis set) results for CH4N2O2S as an isolated structure in a non-equilibrium geometry.

Properties
Lowest unoccupied orbital energy (hartree): -0.0014
Maximum force (eV/Å): 3.57
Net charge: 0
Spin multiplicity: 1

Structure (XYZ):
```
10
Properties=species:S:1:pos:R:3:forces:R:3
C -0.049769 -0.899642 -0.019369 -0.3 0.6 1.3
N -0.335235 1.809846 -0.130264 1.0 3.4 -0.4
N -1.529976 1.683408 -0.323436 0.5 -2.6 1.0
O -2.472969 -0.649063 -0.999044 0.9 0.1 0.3
O -2.369974 -0.145522 1.390124 1.5 0.1 -0.4
S -1.705795 -0.114008 0.105801 -3.0 -0.4 -1.2
H 0.645366 -0.570526 0.759486 -0.5 -0.2 0.1
H -0.254839 -1.968570 0.028899 -0.2 0.1 0.0
H 0.390954 -0.626823 -0.949814 0.0 0.1 -0.8
H -0.122634 2.851539 -0.288574 0.0 -1.3 0.1
```
Positions in Å, forces in eV/Å.

Results of the natural (NBO) charge analysis, in e, for atoms 1 through 5: -0.84 -0.33 -0.21 -0.93 -0.90

DFT (ωB97M-V with the def2-TZVPD basis set) results for a 2-piece molecular cluster, C18H18N2 overall in a non-equilibrium geometry.

Properties
Structure (SMILES): Cc1c[nH]c2ccccc12.Cc1c[nH]c2ccccc12
Lowest unoccupied orbital energy (hartree): 0.0256
Maximum force (eV/Å): 2.24
Net charge: 0
Spin multiplicity: 1

Structure (XYZ):
```
38
Properties=species:S:1:pos:R:3:forces:R:3
C 0.342044 4.144779 0.117164 -0.7 -1.3 -0.7
C 0.441688 2.679318 0.500626 0.9 2.1 0.1
C -0.221077 1.678077 -0.085541 0.7 -1.3 1.0
N 0.168886 0.474902 0.487122 -0.7 -1.7 -0.4
C 1.105811 0.695420 1.460469 1.2 1.4 -0.4
C 1.868748 -0.167527 2.268489 -0.6 1.1 -0.2
C 2.773079 0.360228 3.174834 0.0 -0.2 -0.1
C 3.017211 1.736386 3.235675 -1.3 0.6 -1.0
C 2.303260 2.619723 2.378407 0.6 -1.1 0.5
C 1.362563 2.119457 1.446318 0.0 -1.2 1.4
H -0.044800 4.177914 -0.920651 0.4 0.3 0.4
H 1.307197 4.594581 0.197223 0.6 0.5 -0.2
H -0.354415 4.713997 0.707958 -0.3 0.2 0.5
H -0.948849 1.726644 -0.838352 -0.8 -0.1 -0.9
H -0.105116 -0.469670 0.136180 0.3 1.4 0.5
H 1.696164 -1.202223 2.204541 -0.1 -1.3 0.0
H 3.292176 -0.321748 3.858074 -0.1 0.3 -0.3
H 3.703582 2.109404 3.981081 0.1 0.2 -0.1
H 2.536845 3.668576 2.455383 -0.1 0.3 -0.1
C -3.484109 -2.956283 -0.137931 -0.2 -0.2 0.5
C -2.668707 -2.010052 -0.966033 0.1 0.2 0.2
C -3.180724 -1.036239 -1.768615 0.2 -0.7 0.5
N -2.157508 -0.407786 -2.459683 -1.2 0.3 -0.4
C -0.977369 -1.017277 -2.173277 0.2 -0.5 0.9
C 0.295242 -0.751309 -2.624772 0.9 -0.2 -0.2
C 1.352531 -1.513923 -2.119380 -1.4 0.2 0.0
C 1.157167 -2.506397 -1.156896 -0.9 -0.6 0.5
C -0.148704 -2.765250 -0.683740 0.4 -0.7 0.6
C -1.225434 -2.008750 -1.180131 -0.2 -0.2 -0.3
H -3.213382 -3.964626 -0.465928 -0.4 -0.1 0.0
H -4.583580 -2.783302 -0.261933 1.0 -0.2 0.0
H -3.281718 -2.955626 0.958408 0.0 0.3 -0.7
H -4.240292 -0.822532 -1.874709 0.4 0.3 -0.2
H -2.338424 0.162735 -3.264417 0.2 0.1 0.0
H 0.486559 0.009247 -3.380472 0.0 -0.1 0.2
H 2.303237 -1.304749 -2.510287 1.3 0.1 -0.3
H 1.988709 -3.123472 -0.777786 -0.5 0.5 -0.3
H -0.328491 -3.582635 0.082569 0.3 1.2 -1.0
```
Positions in Å, forces in eV/Å.

Results of the natural (NBO) charge analysis, in e, for atoms 1 through 5: -0.62 -0.09 -0.03 -0.56 0.23

DFT (ωB97M-V with the def2-TZVPD basis set) results for a 6-piece molecular cluster, C26H55B3O14S5 overall in a non-equilibrium geometry.

Properties
Structure (SMILES): COCCCCCB1OBOBO1.O=S1(=O)CCCC1.O=S1(=O)CCCC1.O=S1(=O)CCCC1.O=S1(=O)CCCC1.O=S1(=O)CCCC1
Lowest unoccupied orbital energy (hartree): 0.0108
Maximum force (eV/Å): 1.06
Net charge: 0
Spin multiplicity: 1

Structure (XYZ):
```
103
Properties=species:S:1:pos:R:3:forces:R:3
C 6.761691 -1.546223 -1.270662 -0.6 0.2 0.0
O 6.408194 -0.350624 -0.592563 0.4 -0.1 0.0
C 6.305113 0.799637 -1.402812 -0.3 0.3 0.4
C 4.927080 1.028044 -2.010616 0.2 0.3 -0.4
C 4.588373 0.198020 -3.253958 0.3 -0.4 0.1
C 4.037067 -1.228588 -3.046301 -0.4 0.0 -0.2
C 3.293489 -1.456313 -1.721849 0.0 -0.2 0.2
B 1.928625 -0.716191 -1.670077 -0.8 -0.6 0.4
O 1.549412 0.153621 -0.649500 0.8 0.4 -0.5
B 1.274254 1.403508 -1.193734 -0.5 -0.2 0.4
O 0.450514 1.454718 -2.316346 0.9 0.2 -0.3
B 0.715877 0.437471 -3.216536 -0.8 -0.2 -0.1
O 1.016742 -0.817259 -2.736023 0.9 0.4 -0.3
H 7.627737 -2.023404 -0.815742 0.1 0.1 0.1
H 5.915115 -2.228154 -1.228027 0.0 -0.2 0.1
H 6.960750 -1.371407 -2.325595 0.2 0.1 0.0
H 6.505941 1.645482 -0.742533 0.1 0.0 0.1
H 7.075737 0.819115 -2.181063 0.0 -0.2 -0.1
H 4.927908 2.076012 -2.324864 -0.1 0.1 0.0
H 4.181065 0.955125 -1.219831 -0.1 -0.1 0.0
H 3.910386 0.758317 -3.900485 -0.2 0.1 0.1
H 5.514236 0.103926 -3.827429 0.0 0.1 -0.2
H 3.325973 -1.423298 -3.852641 0.0 -0.1 -0.1
H 4.807516 -1.987567 -3.162185 0.2 0.1 0.1
H 3.912837 -1.165992 -0.873514 0.0 0.0 0.1
H 3.112327 -2.530736 -1.612189 0.0 -0.1 -0.1
H 1.804012 2.363450 -0.758888 -0.3 0.0 0.0
H 0.743401 0.653331 -4.387390 -0.3 0.0 0.0
O -4.907247 1.498299 2.080586 -0.1 0.0 0.0
S -4.774945 0.348883 1.216274 0.1 -0.1 -0.1
O -5.939794 -0.429011 0.864467 -0.1 0.1 0.1
C -3.905588 0.846890 -0.266799 0.2 0.1 -0.1
C -2.435508 0.632715 0.077755 0.0 0.0 0.1
C -2.362278 -0.711748 0.810909 0.0 0.0 0.0
C -3.484248 -0.719962 1.854750 0.1 -0.3 0.0
H -4.161822 1.878246 -0.498649 -0.1 0.0 0.1
H -4.228532 0.188606 -1.073341 0.0 0.0 0.0
H -1.814866 0.643449 -0.813306 0.1 0.0 -0.1
H -2.091776 1.431851 0.739620 0.0 0.0 0.0
H -2.510107 -1.525301 0.097483 0.0 0.0 0.0
H -1.391456 -0.858570 1.281347 0.0 0.0 0.0
H -3.903790 -1.710199 2.016389 -0.1 0.0 0.0
H -3.154506 -0.290958 2.794213 -0.1 0.1 0.0
O 1.592565 4.247622 0.250470 0.0 0.3 0.3
S 1.363310 4.700767 1.603473 -0.1 0.1 0.0
O 2.459085 4.806624 2.531304 0.1 0.0 -0.1
C 0.477690 6.258345 1.535824 -0.2 0.1 0.0
C -0.993075 5.851816 1.537776 0.0 -0.1 0.0
C -1.115765 4.732320 2.582408 0.0 0.1 0.0
C 0.030648 3.747493 2.338177 -0.2 0.0 -0.1
H 0.787903 6.804138 0.648086 0.1 -0.1 0.0
H 0.738676 6.819789 2.432378 0.0 0.0 0.0
H -1.639000 6.697706 1.769276 0.0 0.0 0.0
H -1.274612 5.473617 0.552554 0.0 0.0 0.0
H -1.025475 5.155687 3.585579 0.0 0.0 0.0
H -2.080974 4.228209 2.522885 0.0 0.0 0.0
H 0.384423 3.295159 3.255985 0.2 0.0 -0.1
H -0.249977 2.971604 1.627242 0.1 0.0 -0.1
O -1.878200 0.934458 3.899215 0.3 0.0 -0.1
S -1.458444 1.674776 5.063840 -0.2 0.2 0.5
O -0.315304 2.551831 5.014250 0.0 -0.2 0.0
C -2.868785 2.572136 5.698103 -0.2 0.0 0.1
C -3.517955 1.602029 6.679410 0.1 -0.1 0.0
C -2.363043 0.970241 7.469988 0.0 0.0 0.0
C -1.290426 0.550480 6.456266 -0.1 -0.1 0.2
H -3.509844 2.856088 4.865530 0.1 0.0 -0.1
H -2.488051 3.459214 6.203606 0.0 0.0 0.0
H -4.224528 2.112751 7.330891 0.0 0.0 0.0
H -4.063470 0.830617 6.132008 0.0 0.0 0.0
H -1.948897 1.705211 8.162292 0.0 0.0 0.0
H -2.695187 0.117030 8.058602 0.0 0.0 0.0
H -0.280095 0.638091 6.846541 0.0 0.0 -0.1
H -1.456484 -0.457656 6.081225 0.0 0.0 -0.1
O -10.483118 -1.485390 -3.696236 0.0 0.0 -0.1
S -9.166022 -0.903121 -3.754070 0.1 0.1 0.0
O -8.310214 -1.136091 -4.889529 -0.1 -0.1 -0.1
C -9.305514 0.856560 -3.451551 0.0 0.2 0.2
C -9.189939 0.985257 -1.935769 0.0 -0.1 0.0
C -8.056896 0.038470 -1.514990 -0.1 0.0 -0.1
C -8.289440 -1.296056 -2.233548 0.2 0.1 0.2
H -10.249323 1.210569 -3.859124 0.0 -0.1 -0.1
H -8.471894 1.340619 -3.959416 0.0 0.0 0.0
H -8.989397 2.013598 -1.638800 0.0 0.0 0.0
H -10.125866 0.676068 -1.465710 0.0 0.0 0.0
H -7.097074 0.459497 -1.820403 0.0 0.0 0.0
H -8.017616 -0.100861 -0.438774 0.1 0.0 0.0
H -7.363274 -1.802051 -2.492371 0.0 -0.1 -0.1
H -8.924927 -1.963851 -1.655736 -0.1 0.0 -0.1
O 5.180922 -4.736905 -1.713586 0.0 0.2 -0.1
S 6.454352 -4.882723 -2.372249 0.2 -0.4 -0.1
O 7.162863 -3.745807 -2.898196 -0.1 0.1 -0.1
C 7.549134 -5.817790 -1.308217 0.0 -0.2 0.1
C 7.296343 -7.271658 -1.694180 -0.1 0.0 -0.1
C 7.221613 -7.291764 -3.227289 0.0 0.0 0.0
C 6.309791 -6.134993 -3.656141 0.0 -0.3 -0.1
H 7.315671 -5.586808 -0.271540 0.0 0.1 0.0
H 8.568436 -5.512336 -1.541820 0.0 0.0 0.0
H 8.082530 -7.923919 -1.317793 0.0 0.0 0.0
H 6.348148 -7.608595 -1.270403 0.0 0.0 0.0
H 8.220626 -7.147664 -3.642566 0.0 0.0 0.0
H 6.845810 -8.242526 -3.601350 0.0 0.0 0.0
H 6.608277 -5.691145 -4.601994 -0.1 0.1 0.0
H 5.264386 -6.433988 -3.700179 0.0 0.1 0.1
```
Positions in Å, forces in eV/Å.

Results of the Mulliken charge analysis, in e, for atoms 1 through 5: -0.56 -0.45 -0.84 -0.13 -0.98